No. 1
119
Properties=species:S:1:pos:R:3:mulliken_charge:R:1 method="wB97M-V/def2-TZVPD" homo_ev=-11.00 charge=+1 gap_ev=8.33 largest_force_ev_per_a=2.656
Ba -2.0206 1.8036 1.3352 0.862
I -0.4032 -0.2684 -0.6865 -0.503
C 2.2135 4.9781 -2.6404 -1.393
C 2.5652 3.9945 -1.6105 0.109
O 1.3595 3.4766 -1.0454 0.441
H 1.6057 5.7802 -2.2082 0.311
H 1.5549 4.5249 -3.3804 0.165
H 3.1518 5.3830 -2.9810 0.432
H 3.2952 4.3200 -0.8216 0.218
H 3.1080 3.1543 -2.0899 0.122
H 1.4594 2.5272 -0.8047 0.032
C 0.3616 0.2953 4.9932 -1.255
C -1.1094 -0.0769 4.8452 0.135
O -1.7798 1.0370 4.2013 -0.293
H 0.8921 -0.5659 5.4382 0.362
H 0.4666 1.2094 5.5269 0.447
H 0.7525 0.4727 4.0164 0.201
H -1.6152 -0.2092 5.8264 0.427
H -1.2517 -0.9701 4.1800 -0.136
H -2.2443 1.4849 4.8908 0.163
C -4.0380 -1.4504 -3.9530 -0.588
C -3.0874 -2.3901 -4.6294 -0.554
O -1.8487 -2.4550 -3.8739 -0.356
H -5.0298 -1.5596 -4.3830 0.409
H -3.6581 -0.4287 -4.1432 0.195
H -4.1352 -1.6188 -2.8979 -0.011
H -3.0141 -2.1457 -5.6839 0.308
H -3.5038 -3.4207 -4.6472 0.407
H -1.4193 -3.3085 -4.0201 0.237
C 1.5706 1.0940 -4.6255 -0.668
C 0.0774 0.8788 -4.6946 0.024
O -0.5967 1.8335 -3.8347 -0.179
H 1.9020 0.9905 -3.5803 -0.204
H 1.7746 2.0597 -5.0562 0.327
H 2.0790 0.2995 -5.1695 0.419
H -0.2523 -0.0614 -4.3770 -0.041
H -0.3224 1.1368 -5.6509 0.322
H -0.7084 1.2981 -3.0445 -0.074
C -5.1549 -0.5409 2.7545 -1.157
C -4.0598 -1.4876 2.3045 -0.224
O -3.2768 -0.8337 1.3454 0.302
H -5.6090 -0.9506 3.6221 0.451
H -5.8378 -0.3757 1.9400 0.278
H -4.7553 0.4163 3.1494 0.125
H -4.5307 -2.3962 1.8899 0.220
H -3.4462 -1.8230 3.1111 0.377
H -2.9480 -1.5767 0.7697 0.054
C 4.4839 0.0436 0.7805 -0.782
C 3.9510 1.3687 0.1782 -0.464
O 2.5362 1.2316 -0.1394 0.711
H 5.4941 -0.1379 0.4635 0.440
H 3.8859 -0.7535 0.4016 -0.213
H 4.5211 -0.0230 1.8978 0.210
H 4.4988 1.6527 -0.7313 0.294
H 3.9670 2.2216 0.8227 0.496
H 2.4403 0.3839 -0.5975 -0.413
C -1.9373 4.4506 -2.8476 -1.169
C -2.3300 3.8577 -1.4926 0.809
O -1.3721 4.1413 -0.4317 -0.515
H -0.9842 4.0226 -3.1568 0.048
H -2.0212 5.5181 -2.7136 0.384
H -2.6007 4.0222 -3.5798 0.447
H -2.4402 2.7545 -1.6551 -0.534
H -3.2894 4.2294 -1.1649 0.361
H -0.4613 4.1335 -0.7654 0.154
C -5.8071 0.4699 -1.1838 -1.019
C -4.7725 1.4845 -1.2845 0.167
O -4.4167 2.0965 -0.0058 -0.265
H -6.7026 0.8208 -0.7482 0.458
H -5.4115 -0.3572 -0.5959 -0.002
H -6.0203 -0.0801 -2.1225 0.288
H -4.9532 2.2811 -2.0265 0.419
H -3.8928 0.9556 -1.6102 -0.019
H -5.1915 2.6524 0.1798 0.163
C -2.5248 -5.0562 0.5371 -1.501
C -1.7110 -3.8151 0.1878 0.995
O -2.4838 -2.9523 -0.6327 -0.584
H -2.0127 -5.6599 1.2774 0.413
H -2.7195 -5.5685 -0.4031 0.345
H -3.4987 -4.7319 0.9633 0.242
H -0.8383 -4.1435 -0.3345 0.208
H -1.3597 -3.3354 1.0880 -0.383
H -1.9223 -2.3118 -1.1206 -0.194
C 1.7561 4.5969 2.0045 -1.132
C 1.4438 3.1503 2.2638 0.182
O 0.1014 2.9978 2.6637 -0.458
H 1.8219 5.1913 2.9291 0.408
H 0.9178 4.9479 1.3974 0.169
H 2.7843 4.6264 1.5591 0.232
H 2.0969 2.7523 3.0208 0.537
H 1.6164 2.5995 1.3545 -0.223
H 0.0717 2.5734 3.5262 0.144
C 1.1180 -2.7035 2.8492 -0.292
C 1.9674 -2.6239 1.6583 1.039
O 1.6472 -3.5440 0.6453 -0.555
H 1.0447 -3.7947 3.2043 0.230
H 0.1191 -2.3385 2.6047 -0.452
H 1.4316 -1.9986 3.5783 0.177
H 2.9830 -2.8490 2.0724 0.029
H 1.9868 -1.6595 1.2093 -0.405
H 1.0380 -3.1303 0.0239 -0.009
C 3.4713 -3.0964 -3.2828 -1.421
C 2.7756 -2.9844 -1.9354 0.187
O 1.3765 -2.8753 -1.9924 -0.247
H 3.3273 -2.2387 -3.8867 0.294
H 3.1362 -3.9750 -3.7616 0.396
H 4.5637 -3.1763 -3.2294 0.400
H 3.1216 -2.0863 -1.4525 -0.041
H 3.0332 -3.7979 -1.2895 0.473
H 1.1464 -2.1615 -2.6055 0.018
C 4.4794 -2.3239 4.7884 -0.869
C 5.8094 -2.5938 4.0987 -0.368
O 5.6675 -2.1667 2.7742 -0.363
H 4.5421 -2.5252 5.8817 0.438
H 3.6920 -2.9458 4.3798 0.140
H 4.2358 -1.2463 4.7100 0.220
H 5.8952 -3.7097 4.2234 0.256
H 6.6214 -2.0488 4.5888 0.383
H 6.5239 -2.2438 2.3852 0.241


No. 2
130
Properties=species:S:1:pos:R:3:mulliken_charge:R:1 method="wB97M-V/def2-TZVPD" homo_ev=-9.25 charge=0 gap_ev=8.98 largest_force_ev_per_a=3.124 e_above_lowest_kcal_mol=67.69
C 2.3846 1.6427 3.8305 -1.183
C 2.9634 0.7427 2.6872 0.728
O 2.4926 -0.5513 2.9063 -0.212
O 1.0008 1.8669 3.7987 -0.568
H 2.9170 2.5936 3.8103 0.437
H 2.5137 1.1782 4.8081 0.440
H 4.0520 0.6875 2.6886 0.431
H 2.6272 1.1447 1.7315 -0.538
H 3.0055 -1.1788 2.3918 -0.148
H 0.5447 1.0223 3.8113 0.092
C -4.3231 -1.3743 0.9812 0.856
C -5.3641 -2.3176 0.3241 -0.763
O -5.7771 -1.7853 -0.8808 -0.513
O -4.8082 -0.0781 1.3318 -0.676
H -3.5269 -1.2415 0.2487 -0.564
H -3.9251 -1.7288 1.9320 0.266
H -6.2180 -2.4145 0.9946 0.385
H -5.0903 -3.3599 0.1606 0.288
H -6.2974 -0.9950 -0.7184 0.328
H -4.1556 0.6242 1.3812 0.451
C 1.3488 -2.7730 5.3225 0.063
C 0.3810 -1.5816 5.4123 -0.504
O 0.1409 -1.1821 4.0502 0.125
O 1.7664 -3.1141 6.7279 -0.606
H 2.3012 -2.6351 4.8105 0.079
H 0.8471 -3.6630 4.9427 0.029
H 0.7608 -0.7774 6.0425 0.307
H -0.5868 -1.8985 5.8008 0.385
H 0.9625 -0.9650 3.6037 0.153
H 1.0638 -3.6924 7.0338 0.349
C -2.1407 1.5831 -3.7361 0.097
C -3.0587 1.4037 -4.9649 -0.817
O -3.1860 0.0016 -5.2623 -0.480
O -0.7593 1.2949 -3.9914 -0.297
H -2.4902 0.9881 -2.8923 0.108
H -2.2207 2.6478 -3.5165 0.139
H -2.7282 2.0277 -5.7954 0.389
H -4.0724 1.7597 -4.7810 0.368
H -3.7947 -0.0391 -6.0036 0.253
H -0.3605 2.0675 -4.3984 0.265
C -2.1977 2.6535 3.6864 -0.612
C -2.1092 1.7703 2.4005 1.253
O -3.2148 1.9009 1.6119 -0.533
O -2.1044 4.0043 3.3242 -0.580
H -1.2463 2.4164 4.1626 0.053
H -2.9836 2.3909 4.3946 0.402
H -2.0803 0.7206 2.6929 0.004
H -1.1866 1.9860 1.8616 -0.695
H -3.1025 2.6511 1.0235 0.354
H -2.9920 4.2851 3.0897 0.336
C -1.4272 5.3151 -1.5036 -0.930
C -1.4582 3.8828 -0.9282 2.146
O -2.8790 3.6458 -0.5613 -0.612
O -0.1293 5.6423 -1.9683 -0.518
H -1.9077 6.0453 -0.8525 0.377
H -2.0471 5.3000 -2.4000 0.462
H -0.8977 3.9456 0.0045 -1.099
H -1.0522 3.1183 -1.5906 -0.427
H -3.3753 3.3758 -1.3374 0.282
H -0.1207 5.2637 -2.8504 0.303
C 0.2815 -4.0592 1.3796 -0.008
C -0.4727 -4.5483 2.5641 -0.542
O -1.3501 -3.5510 3.0807 -0.565
O 1.0691 -2.8749 1.6614 -0.482
H -0.4418 -3.7825 0.6126 -0.326
H 0.7954 -4.8703 0.8636 0.561
H 0.2015 -4.8624 3.3609 0.162
H -1.0155 -5.4559 2.3000 0.489
H -0.9460 -2.6935 3.2319 0.269
H 1.8753 -3.1933 2.0741 0.190
C 4.9409 -2.3680 -0.2381 -0.092
C 5.5351 -1.3890 0.7574 -0.162
O 5.5329 -1.9331 2.0967 -0.571
O 5.6936 -3.5504 -0.1472 -0.599
H 5.0274 -1.9118 -1.2243 0.204
H 3.8738 -2.5360 -0.0926 0.010
H 4.9785 -0.4566 0.6634 0.167
H 6.5724 -1.1427 0.5304 0.441
H 5.8880 -1.2739 2.6975 0.302
H 5.6551 -3.9971 0.7016 0.351
C 0.8629 -3.4286 -5.7166 -0.670
C 1.1618 -2.3548 -4.6442 -0.168
O 0.5317 -2.8474 -3.4907 -0.309
O -0.5447 -3.4211 -6.0252 -0.499
H 1.1643 -4.3915 -5.3043 0.281
H 1.3828 -3.3369 -6.6703 0.364
H 0.6113 -1.4500 -4.9019 0.089
H 2.2431 -2.2358 -4.5752 0.396
H -0.3526 -2.4748 -3.4620 0.002
H -0.9382 -4.1766 -5.5824 0.287
C 1.9966 4.4403 1.1181 -0.386
C 1.0785 5.5869 1.5588 -0.321
O 0.7671 5.3734 2.9139 -0.654
O 1.2781 3.2456 1.3364 0.400
H 2.8458 4.4043 1.8004 0.287
H 2.3467 4.4838 0.0867 0.279
H 0.0999 5.6559 1.0837 0.031
H 1.5357 6.5552 1.3551 0.436
H 0.0040 4.8024 3.0289 0.238
H 1.1265 3.1809 2.2821 -0.277
C -2.7605 -3.6503 -2.0302 0.951
C -3.0887 -2.4423 -2.8917 -0.503
O -2.0529 -1.9382 -3.6702 -0.080
O -2.2647 -4.7239 -2.7139 -0.650
H -3.6641 -3.9453 -1.4967 0.200
H -2.0040 -3.3592 -1.3014 -0.959
H -3.3336 -1.5647 -2.2933 0.297
H -3.9324 -2.6490 -3.5502 0.384
H -2.3669 -1.2281 -4.2348 0.033
H -1.3399 -4.8469 -2.4879 0.414
C 3.3951 2.0606 -1.4586 0.151
C 2.7161 2.4318 -2.8522 0.177
O 3.4858 2.7906 -3.9894 -0.602
O 4.0626 0.8441 -1.7367 -0.680
H 2.7164 1.9647 -0.6111 -0.314
H 4.1537 2.7938 -1.1845 0.485
H 2.0125 3.2539 -2.7210 0.179
H 2.0301 1.7002 -3.2791 -0.178
H 3.0405 2.5192 -4.7954 0.346
H 3.4041 0.1569 -1.6115 0.307
C -0.4178 0.1407 -0.0385 1.048
C 0.5135 -0.3947 -1.1289 0.360
O 1.8152 -0.5313 -0.5159 0.554
O -0.8804 -0.8163 0.8293 1.176
H -1.3139 0.5511 -0.5040 0.279
H 0.0800 0.9419 0.5077 -0.823
H 0.6126 0.4403 -1.8224 -0.424
H 0.1473 -1.2951 -1.6222 -0.173
H 1.8048 -1.3212 0.0297 -0.454
H -0.1445 -1.2881 1.2262 -1.017


> Look up the charge of the first one.

+1


> The lowest charge belongs to which entry?

C26H78O26